# 1
C83H74AsCl3IN7O6P2RbSSb as an isolated structure, computed with wB97M-V/def2-TZVPD.

- orbital gap (eV) = 5.13
- 2S+1 = 1
- E_HOMO (eV) = -2.01
- total charge = -2

Cartesian coordinates (Å):
Rb -0.05897 -0.15879 0.06954
Cl 3.42099 -6.43576 -3.67691
C 2.81550 -4.80891 -3.48088
C 2.34681 -4.40951 -2.24593
C 1.80374 -3.13003 -2.01199
N 1.19676 -2.84314 -0.82145
C 1.67907 -3.27901 0.32748
O 2.84890 -3.63603 0.59952
C 0.65074 -3.39874 1.43822
C 0.92412 -4.26627 2.49918
C -0.03807 -4.46746 3.47340
C -1.24275 -3.78596 3.37703
C -1.41097 -2.91978 2.30585
N -0.50222 -2.74361 1.35453
C 1.80195 -2.22251 -3.10788
C 2.29256 -2.64854 -4.33947
C 2.78476 -3.92670 -4.54741
Cl 3.34013 -4.38273 -6.13670
N 1.22933 -0.94764 -3.03629
C 1.94691 0.09802 -3.29698
O 3.21268 0.19421 -3.45819
C 1.17077 1.37176 -3.53539
C 1.22198 1.95887 -4.80308
C 0.53175 3.13383 -5.03004
C -0.17361 3.70992 -3.97923
C -0.16066 3.05427 -2.75958
N 0.48510 1.91552 -2.53944
H 2.38840 -5.09774 -1.41363
H 1.88009 -4.77144 2.52354
H 0.14698 -5.14743 4.29780
H -2.01681 -3.90114 4.12583
H -2.31636 -2.32941 2.20054
H 2.28844 -1.94822 -5.16548
H 1.78675 1.48327 -5.59586
H 0.53672 3.59795 -6.01030
H -0.72063 4.63633 -4.10581
H -0.69792 3.44554 -1.90420
O -2.00627 1.74621 -0.65160
P -3.20726 1.41612 -1.44306
C -4.16454 0.02282 -0.75828
P -3.37145 -1.57984 -1.12975
O -1.94308 -1.62040 -0.79452
C -4.38327 -2.75271 -0.17399
C -5.74346 -2.59792 0.07322
C -6.41112 -3.51195 0.87257
C -5.72567 -4.58795 1.42038
C -4.37524 -4.76043 1.15413
C -3.70468 -3.84526 0.35723
C -3.67482 -2.11894 -2.84131
C -4.85439 -1.93966 -3.55238
C -4.98881 -2.49417 -4.81622
C -3.95699 -3.24756 -5.36060
C -2.78569 -3.44619 -4.64297
C -2.64143 -2.87954 -3.38689
C -4.38615 2.81334 -1.52692
C -5.77245 2.70367 -1.51303
C -6.56777 3.83983 -1.55624
C -5.98704 5.09789 -1.61415
C -4.60467 5.21730 -1.64531
C -3.81269 4.08148 -1.60598
C -2.88274 1.03780 -3.18481
C -3.67771 1.54783 -4.21002
C -3.37641 1.25511 -5.52934
C -2.27791 0.45918 -5.82912
C -1.48601 -0.04763 -4.81078
C -1.78580 0.23763 -3.48763
H -5.20575 0.04288 -1.07366
H -4.08456 0.11801 0.33734
H -6.28855 -1.75895 -0.34241
H -7.46383 -3.37290 1.08582
H -6.24581 -5.28552 2.06547
H -3.83820 -5.59670 1.58417
H -2.64396 -3.94382 0.15667
H -5.66908 -1.36164 -3.12813
H -5.90240 -2.34176 -5.37857
H -4.06740 -3.67732 -6.34895
H -1.97701 -4.03036 -5.06447
H -1.72214 -3.00172 -2.82181
H -6.25116 1.73422 -1.46403
H -7.64615 3.74014 -1.53717
H -6.61061 5.98308 -1.63009
H -4.14626 6.19777 -1.68723
H -2.73234 4.16199 -1.62652
H -4.52611 2.17995 -3.97620
H -3.99608 1.65430 -6.32397
H -2.03713 0.24212 -6.86330
H -0.62397 -0.66935 -5.02006
H -1.14873 -0.16228 -2.69916
Cl -3.12927 -0.02374 8.06861
C -3.06324 0.00332 6.31358
C -4.19646 0.35519 5.61615
C -4.16936 0.38343 4.23050
I -5.91972 0.84886 3.14212
C -3.04074 0.07043 3.42232
O -3.05153 0.07892 2.17027
C -1.84832 -0.27968 4.21621
N -0.74154 -0.56466 3.51735
C 0.34852 -0.94662 4.13208
C 0.42307 -1.07192 5.52802
C -0.67984 -0.75393 6.27595
C -1.87246 -0.33757 5.63969
H -5.10288 0.60002 6.15298
H 1.20082 -1.17870 3.50074
H 1.34261 -1.40221 5.99585
H -0.65306 -0.82360 7.35565
C 0.78294 6.69751 2.68035
C 0.65760 5.18180 2.79543
Sb -0.12136 4.09958 1.03598
C 0.16308 5.76044 -0.38770
C -0.93384 6.80990 -0.52484
C -2.22330 4.36406 1.63150
C -2.68233 5.65530 2.29989
H 1.16169 7.12980 3.61303
H -0.18079 7.16425 2.46905
H 1.46884 6.97583 1.87781
H 0.00314 4.91135 3.62558
H 1.63377 4.74096 3.01215
H 0.32886 5.27131 -1.34887
H 1.11445 6.21904 -0.11986
H -1.89756 6.34089 -0.74107
H -0.70034 7.50142 -1.34181
H -1.04521 7.39555 0.38811
H -2.38419 3.51367 2.30076
H -2.82329 4.15607 0.74766
H -2.04600 5.92301 3.14588
H -3.70242 5.53812 2.68040
H -2.68869 6.48926 1.59763
N 3.94126 2.65297 -3.22791
C 3.51039 3.55942 -2.35224
S 3.25542 3.25043 -0.73981
N 3.23522 4.80400 -2.92860
C 3.07504 6.06057 -2.35320
C 2.29902 6.99548 -3.04576
C 2.12555 8.27965 -2.55863
C 2.72347 8.66091 -1.36659
C 3.51056 7.74256 -0.68417
C 3.69637 6.45696 -1.16540
H 3.68941 1.56913 -3.19488
H 4.03654 2.98204 -4.17987
H 2.93532 4.75090 -3.88922
H 1.81831 6.69248 -3.97068
H 1.51204 8.97892 -3.11395
H 2.57756 9.66076 -0.97686
H 3.98987 8.03133 0.24385
H 4.30507 5.74860 -0.62600
O 2.30907 0.11030 1.29376
As 3.35885 0.59131 2.42368
C 4.81668 1.70949 1.81334
C 5.72048 1.13382 0.92661
C 6.77510 1.88277 0.43423
C 6.93334 3.20397 0.83458
C 6.03320 3.77501 1.72110
C 4.96983 3.02986 2.20903
C 4.33357 -0.84700 3.30408
C 3.92981 -2.16023 3.10179
C 4.57215 -3.18756 3.77918
C 5.61314 -2.90952 4.65167
C 6.04816 -1.59941 4.81805
C 5.41260 -0.57208 4.14018
C 2.51107 1.57014 3.87622
C 1.15602 1.83830 3.72611
C 0.43615 2.41618 4.75997
C 1.07751 2.74959 5.94244
C 2.43885 2.51258 6.08714
C 3.15429 1.91782 5.05850
H 5.56828 0.11021 0.60184
H 7.46795 1.44450 -0.27273
H 7.74998 3.79721 0.44149
H 6.14731 4.80921 2.02431
H 4.24440 3.47571 2.88091
H 3.16406 -2.39006 2.36793
H 4.25700 -4.20958 3.60924
H 6.10239 -3.70955 5.19455
H 6.88664 -1.37928 5.46781
H 5.77649 0.44534 4.23928
H 0.67153 1.54770 2.80293
H -0.62824 2.58433 4.64634
H 0.51703 3.18912 6.75862
H 2.94090 2.78129 7.00865
H 4.21079 1.71761 5.19076

Mulliken population analysis, charges in e, atoms 1 to 99: Rb -0.1517; Cl -0.2818; C 0.0290; C -0.5572; C -0.9147; N 0.7457; C -0.2290; O -0.8374; C 0.1382; C -0.0822; C -1.4100; C -1.3806; C -0.9076; N 1.3222; C 0.0343; C -0.1695; C -0.2202; Cl -0.2958; N 1.0284; C -1.0506; O -1.0023; C 0.8269; C -0.3422; C -1.3371; C -0.7765; C -0.3962; N 1.5749; H 0.5959; H 0.5674; H 0.3813; H 0.5508; H 1.1165; H 0.5103; H 0.4848; H 0.3374; H 0.3456; H 0.2305; O 0.6555; P 1.5988; C 0.2242; P -0.0336; O 0.6248; C 0.7345; C 0.1183; C -0.8300; C -0.6077; C -0.6555; C -0.5221; C 1.1731; C -0.3436; C -0.7210; C -0.6338; C -0.6326; C -0.6488; C -0.1385; C -0.2309; C -0.8580; C -0.7080; C -0.9952; C -0.1712; C 2.1551; C -0.6947; C -1.2774; C -0.9671; C -0.0819; C -0.5292; H 0.4640; H -1.1095; H 0.1644; H 0.4012; H 0.3784; H 0.4506; H 0.3087; H 0.2686; H 0.4198; H 0.3849; H 0.5090; H 0.2968; H 0.2605; H 0.4268; H 0.3786; H 0.4462; H 0.3119; H 0.3934; H 0.3560; H 0.4199; H 0.4014; H -0.3087; Cl -0.3528; C 0.6922; C -0.4747; C 0.1302; I -0.1169; C -0.9431; O 0.1631; C 0.4361; N 1.5189; C -0.1441; C -1.6067

# 2
C5H7F2N2O as an isolated structure, computed with wB97M-V/def2-TZVPD.

- orbital gap (eV) = 9.78
- 2S+1 = 1
- E_HOMO (eV) = -13.49
- energy above the lowest of the compared OMol25 structures with the same formula, charge and spin (eV) = 2.2395
- total charge = +1

Cartesian coordinates (Å):
C -0.70843 -0.79890 1.71453
C -1.19421 0.36219 1.23783
C 0.39102 -1.56415 1.14063
C 0.87345 -1.21318 -0.02451
C 0.30519 0.50358 -0.83077
N -0.03614 0.30753 -2.13299
N -0.89509 1.04335 -0.04522
O 1.21992 1.44773 -0.58084
F 0.85588 -2.51851 1.94463
F 1.88485 -1.63163 -0.63004
H -0.97033 -1.27845 2.66769
H -1.91979 0.90818 1.79363
H -0.07120 -0.54231 -2.51021
H 0.31058 0.96857 -2.80507
H -1.82755 1.01887 -0.42662
H -0.38447 1.91190 0.10535
H 2.16631 1.07521 -0.61803

How is the electron density shared among the atoms? According to Mulliken, the charges in e are: C -0.3262; C -0.6309; C 0.2852; C 0.3337; C 0.4399; N -0.4586; N -0.0356; O -0.5863; F -0.2548; F -0.2310; H 0.3941; H 0.4887; H 0.2191; H 0.2238; H 0.3699; H 0.3443; H 0.4247

# 3
C6H19BF2N3O4PPdS as an isolated structure, computed with wB97M-V/def2-TZVPD.

- orbital gap (eV) = 7.65
- 2S+1 = 1
- E_HOMO (eV) = -7.68
- energy above the lowest of the compared OMol25 structures with the same formula, charge and spin (eV) = 0.0000
- total charge = 0

Cartesian coordinates (Å):
Pd 0.22170 0.38412 -0.13392
N -2.86284 -0.42692 -0.67885
C -3.57329 0.88134 -0.72348
P -2.29448 2.13636 -0.17979
O -1.68612 2.77707 -1.37408
O -1.50964 1.30995 0.83611
C -3.25276 3.40926 0.73208
N -2.63679 4.71031 0.43433
H -2.13868 -0.50902 -1.39862
H -3.45883 -1.24865 -0.73005
H -2.30352 -0.43837 0.19283
H -4.39894 0.82868 -0.01461
H -3.95039 1.06532 -1.72599
H -3.17938 3.19143 1.79775
H -4.30875 3.36099 0.44269
H -2.49988 4.77779 -0.57160
H -1.15230 4.53028 1.10714
H -3.20791 5.48316 0.74824
F -1.02994 -2.22143 -0.93650
B 0.11097 -1.66529 -0.31879
F 0.41770 -2.33356 0.82618
C 1.63291 -2.78061 -2.89207
C 1.47030 -1.31784 -2.51012
C 2.74585 -0.52780 -2.75203
C 0.30873 -0.67360 -3.25773
O 1.28120 -1.26905 -1.07323
H 1.85022 -2.87233 -3.95748
H 0.71902 -3.33634 -2.67653
H 2.45367 -3.22481 -2.32845
H 2.99589 -0.51805 -3.81413
H 3.57199 -0.97349 -2.19823
H 2.61593 0.49927 -2.40886
H 0.54517 -0.63233 -4.32317
H 0.14757 0.34600 -2.89889
H -0.60335 -1.25885 -3.14376
O -0.25413 4.19657 1.45908
S 0.89052 4.01229 0.34583
N 1.39715 2.66911 0.16575

How is the electron density shared among the atoms? According to Mulliken, the charges in e are: Pd 0.2897; N -0.2187; C -0.7914; P 1.2555; O -0.8231; O -0.9575; C -0.9313; N -0.5435; H 0.0308; H 0.3795; H 0.3001; H 0.4305; H 0.3975; H 0.2781; H 0.5167; H 0.2768; H 0.4807; H 0.2253; F -0.4394; B 1.0069; F -0.2331; C -1.7327; C 1.8380; C -1.5230; C -1.6345; O -0.8255; H 0.4161; H 0.3450; H 0.3853; H 0.4046; H 0.3653; H 0.3410; H 0.5140; H 0.3621; H 0.2063; O -0.4977; S 0.2922; N -0.1867

# 4
A single C5H4N4O molecule, computed with wB97M-V/def2-TZVPD.

- orbital gap (eV) = 9.55
- 2S+1 = 1
- E_HOMO (eV) = -9.28
- energy above the lowest of the compared OMol25 structures with the same formula, charge and spin (eV) = 2.6113
- total charge = 0

Cartesian coordinates (Å):
O -1.49329 2.43941 0.14386
C -1.15723 1.25586 -0.05437
N -2.23906 0.21325 -0.05271
C -2.02195 -0.98488 0.08066
N -0.63768 -1.40620 -0.24468
C 0.36269 -0.52896 0.05405
N 1.80578 -0.71397 0.01052
N 2.52534 0.56488 0.08400
C 1.63760 1.41405 -0.16209
C 0.21560 0.79448 -0.23316
H -2.83204 -1.65894 0.10683
H -0.39322 -2.36002 -0.03883
H 2.41428 -1.48773 0.76463
H 1.81318 2.45879 -0.45873

How is the electron density shared among the atoms? According to Mulliken, the charges in e are: O -0.5663; C 0.3214; N -0.4057; C -0.0365; N -0.2068; C 0.2383; N -0.1862; N -0.5482; C -0.2324; C 0.2230; H 0.4247; H 0.2444; H 0.3326; H 0.3976

Which value of 2S+1 does entry 2 give? 1